7 unconnected molecules or ions with the total composition C13H16Cl24NO4S2, computed with ωB97M-V/def2-TZVPD.

```
60
Properties=species:S:1:pos:R:3
C -2.656 -3.294 -0.033
C -1.645 -2.247 0.279
O -0.445 -2.455 -0.479
C 0.019 -1.364 -1.078
O 0.174 -1.320 -2.203
C 0.349 -0.220 -0.206
C 1.661 -0.480 0.520
C 1.649 0.107 1.907
S 1.606 -1.184 3.174
N 0.805 -2.523 2.626
C 0.593 -0.644 4.530
S -0.799 0.381 4.033
O -0.444 1.689 4.313
O -1.206 0.048 2.740
H -3.031 -3.185 -1.020
H -2.182 -4.240 0.121
H -3.435 -3.190 0.684
H -1.478 -2.293 1.338
H -2.058 -1.283 0.067
H -0.417 -0.076 0.525
H 0.405 0.643 -0.822
H 1.844 -1.527 0.577
H 2.458 -0.070 -0.047
H 2.588 0.586 2.061
H 0.907 0.858 2.040
H 1.516 -3.180 2.337
H 0.246 -2.314 1.800
H 0.192 -1.515 4.995
H 1.199 -0.151 5.253
H -1.784 0.023 4.880
C 1.696 4.647 -2.375
Cl 0.492 5.635 -1.561
Cl 2.728 5.668 -3.361
Cl 2.696 3.822 -1.160
Cl 0.893 3.453 -3.401
C 1.769 -5.128 -1.311
Cl 2.626 -6.646 -1.087
Cl 0.044 -5.443 -1.455
Cl 2.057 -4.070 0.088
Cl 2.356 -4.314 -2.758
C 1.957 9.518 -1.790
Cl 1.851 11.195 -1.267
Cl 3.081 9.395 -3.143
Cl 2.537 8.520 -0.451
Cl 0.360 8.957 -2.297
C -5.559 0.484 5.436
Cl -5.742 2.076 6.156
Cl -4.193 0.512 4.295
Cl -5.233 -0.707 6.695
Cl -7.019 0.048 4.565
C -2.955 -2.101 -4.322
Cl -4.005 -2.294 -5.720
Cl -2.119 -3.623 -3.995
Cl -1.768 -0.846 -4.619
Cl -3.923 -1.654 -2.909
C 3.741 -0.541 -4.628
Cl 3.088 0.605 -3.449
Cl 5.087 -1.425 -3.901
Cl 2.509 -1.690 -5.167
Cl 4.317 0.366 -6.022
```

E_HOMO = -12.55 eV
charge = +1
LUMO level = -3.1 eV
HOMO-LUMO gap = 9.457 eV
F_max = 6.6 eV/A

Löwdin population analysis, charges in e, atoms 1 to 5:
1 C -0.054
2 C -0.236
3 O -0.075
4 C -0.601
5 O 0.157

A molecular structure, C14H17Cl2F9HfO3, computed with ωB97M-V/def2-TZVPD.

```
46
Properties=species:S:1:pos:R:3
C -0.780 0.584 -3.069
C -1.618 -0.545 -2.872
C -0.799 -1.633 -2.466
C -3.082 -0.575 -3.026
C 0.552 -1.187 -2.460
C 0.561 0.187 -2.824
C 1.740 1.068 -2.912
C -1.241 1.945 -3.398
C -1.287 -2.973 -2.095
C 1.728 -2.019 -2.143
Hf 0.598 1.349 1.260
Cl -1.968 1.063 -0.006
Cl 0.182 3.584 2.146
O 1.408 -0.383 0.779
H -3.528 0.376 -2.712
H -3.517 -1.376 -2.419
H -3.365 -0.754 -4.074
H -2.068 -2.900 -1.325
H -0.470 -3.586 -1.701
H -1.723 -3.497 -2.958
H 1.492 -2.731 -1.345
H 2.567 -1.396 -1.818
H 2.060 -2.594 -3.022
H 2.625 0.572 -2.500
H 1.584 1.994 -2.343
H 1.957 1.337 -3.958
H -2.089 2.229 -2.762
H -1.557 2.014 -4.448
H -0.436 2.669 -3.232
H 2.328 -0.514 0.504
O 1.856 2.235 0.185
H 2.154 3.147 0.073
F 1.997 -1.392 4.144
C 1.753 -0.239 4.816
F 1.902 -0.484 6.146
F 2.699 0.654 4.439
C 0.328 0.319 4.430
O 0.366 0.819 3.169
C -0.734 -0.849 4.553
F -0.634 -1.539 5.725
F -1.993 -0.358 4.458
F -0.562 -1.720 3.532
C -0.067 1.481 5.427
F -0.298 1.049 6.700
F 0.926 2.399 5.467
F -1.181 2.099 4.983
```

E_HOMO = 0.61 eV
charge = -2
LUMO level = 4.8 eV
HOMO-LUMO gap = 4.156 eV
F_max = 4.6 eV/A
relative energy (zero: lowest compared OMol25 entry of this formula, charge and spin) = 0.00 kJ/mol

Löwdin population analysis, charges in e, atoms 1 to 5:
1 C -0.317
2 C -0.320
3 C -0.273
4 C -0.110
5 C -0.273

A molecular structure, C29H30F3MnN7O4, computed with ωB97M-V/def2-TZVPD.

```
74
Properties=species:S:1:pos:R:3
Mn 0.143 -0.017 0.017
N -1.473 1.148 1.228
C -2.405 1.705 0.223
C -2.103 1.256 -1.209
O -2.878 1.538 -2.087
O -0.991 0.585 -1.390
H -1.959 0.569 1.901
H -1.046 1.892 1.764
H -2.359 2.793 0.231
H -3.436 1.433 0.446
C 1.188 -12.525 -5.720
O 0.178 -12.037 -4.851
C 0.294 -10.775 -4.391
C 1.345 -9.916 -4.703
C 1.355 -8.636 -4.168
C 0.340 -8.197 -3.329
C -0.709 -9.071 -3.024
C -0.733 -10.342 -3.546
C 0.323 -6.851 -2.753
N -0.618 -6.378 -1.964
C -0.228 -5.098 -1.679
C 0.962 -4.789 -2.294
N 1.309 -5.925 -2.985
C 1.593 -3.518 -2.161
C 2.812 -3.144 -2.758
C 3.314 -1.886 -2.548
C 2.599 -0.992 -1.739
N 1.453 -1.320 -1.169
C 0.942 -2.560 -1.369
C -0.328 -2.871 -0.718
N -0.911 -1.900 0.029
C -2.071 -2.152 0.605
C -2.723 -3.388 0.500
C -2.139 -4.384 -0.240
C -0.909 -4.132 -0.873
H 0.901 -13.542 -5.970
H 2.161 -12.535 -5.224
H 1.242 -11.928 -6.633
H 2.148 -10.227 -5.354
H 2.186 -7.992 -4.433
H -1.503 -8.734 -2.374
H -1.539 -11.026 -3.319
H 2.115 -6.063 -3.567
H 3.348 -3.849 -3.382
H 4.244 -1.564 -2.993
H 2.969 0.008 -1.565
H -2.525 -1.350 1.170
H -3.674 -3.527 0.994
H -2.598 -5.356 -0.363
C 1.366 1.601 3.539
N 1.767 0.236 3.829
C 2.221 -0.022 5.192
C 3.071 -1.271 5.239
C 2.309 -2.406 4.592
N 1.884 -2.021 3.251
C 1.596 -3.102 2.328
C 1.556 -0.746 2.927
O 1.069 -0.483 1.796
H 2.124 2.281 3.925
H 0.412 1.841 4.019
H 1.291 1.752 2.470
H 1.358 -0.113 5.861
H 2.792 0.848 5.516
H 3.318 -1.520 6.270
H 4.006 -1.103 4.700
H 1.439 -2.688 5.196
H 2.938 -3.292 4.496
H 2.376 -3.857 2.419
H 1.593 -2.726 1.315
H 0.630 -3.570 2.542
F 0.746 2.752 0.354
C 1.298 1.661 -0.241
F 2.529 1.503 0.315
F 1.505 1.973 -1.526
```

E_HOMO (spin up / spin down) = -10.18 / -10.18 eV
charge = +1
LUMO level (spin up / spin down) = -3.2 / -3.3 eV
spin multiplicity = 5
HOMO-LUMO gap (spin up / spin down) = 6.952 / 6.917 eV
F_max = 0.4 eV/A

Löwdin population analysis, charges in e, atoms 1 to 5:
1 Mn 0.939
2 N 0.000
3 C -0.123
4 C -0.606
5 O 0.095

A molecular structure, C11H24N2O11P2Re, computed with ωB97M-V/def2-TZVPD.

```
51
Properties=species:S:1:pos:R:3
Re -0.723 -0.581 -0.435
C 2.678 -0.141 0.207
C 3.069 0.005 -1.277
O 1.857 0.034 -2.026
C 1.693 -0.838 -3.145
C 0.198 -0.822 -3.483
O -0.644 -1.366 -2.462
C -0.818 -2.793 -2.402
C 0.010 -3.421 -1.277
O -0.263 -2.707 -0.053
C 0.592 -3.091 1.037
C 1.536 -1.941 1.437
O 1.874 -1.287 0.209
H 1.779 0.947 1.756
H 3.575 -0.275 0.829
H 3.684 -0.856 -1.553
H 3.658 0.913 -1.444
H 2.030 -1.848 -2.896
H 2.266 -0.475 -4.005
H 0.024 -1.335 -4.434
H -0.139 0.216 -3.575
H -0.572 -3.261 -3.360
H -1.885 -2.943 -2.197
H 1.081 -3.363 -1.498
H -0.288 -4.469 -1.154
H 1.171 -3.969 0.742
H -0.052 -3.343 1.885
H 2.433 -2.332 1.926
H 1.002 -1.260 2.104
N -2.055 3.548 2.405
C -2.289 2.285 1.664
C -3.765 2.108 1.398
P -1.563 0.815 2.576
O -0.460 1.611 3.477
O -2.540 0.108 3.389
O -0.721 0.038 1.558
P -1.405 2.562 0.075
O 1.106 2.236 -1.049
O -1.575 3.935 -0.354
O -1.408 1.382 -0.855
H -2.779 3.717 3.115
H -2.039 4.315 1.702
H -1.130 3.475 2.860
H -4.304 1.981 2.338
H -3.941 1.206 0.813
H -4.166 2.962 0.848
H -0.578 1.387 4.404
H 1.519 1.603 -1.693
O 0.234 2.447 0.933
C 1.091 1.872 0.185
N 1.944 1.012 0.754
```

E_HOMO (spin up / spin down) = -13.87 / -13.53 eV
charge = +2
LUMO level (spin up / spin down) = -6.7 / -6.5 eV
spin multiplicity = 2
HOMO-LUMO gap (spin up / spin down) = 7.164 / 6.984 eV
F_max = 1.3 eV/A
relative energy (zero: lowest compared OMol25 entry of this formula, charge and spin) = 326.08 kJ/mol

Löwdin population analysis, charges in e, atoms 1 to 5:
1 Re 1.473
2 C -0.243
3 C -0.070
4 O -0.214
5 C -0.108

A molecular structure, C14H17INO7P2S4SbTc, computed with ωB97M-V/def2-TZVPD.

```
48
Properties=species:S:1:pos:R:3
Tc -0.109 -0.463 -0.668
I 1.359 -1.351 1.632
C 0.566 0.299 2.627
C 0.634 0.313 3.987
C 0.183 1.450 4.687
C -0.263 2.532 3.990
C -0.321 2.525 2.575
C -0.749 3.676 1.874
C -0.806 3.664 0.516
C -0.508 2.482 -0.195
C -0.115 1.319 0.421
C 0.046 1.362 1.845
H 1.033 -0.534 4.529
H 0.208 1.457 5.769
H -0.591 3.424 4.510
H -1.033 4.555 2.440
H -1.133 4.541 -0.028
H -0.657 2.501 -1.266
O -2.283 -2.514 2.451
P -2.231 -2.433 0.864
O -3.474 -2.812 0.183
O -1.629 -1.049 0.531
O -1.019 -3.430 0.493
P -0.905 -3.822 -1.138
O 0.693 -4.169 -1.118
O -3.147 -1.786 -3.510
O -0.851 -2.331 -1.796
H -3.150 -2.194 2.747
H 1.210 -3.413 -0.803
S -7.260 -1.022 -0.421
Sb -5.283 -0.023 -0.782
S -1.496 0.316 -2.464
S -2.665 -1.331 -2.232
S -4.483 1.093 1.017
C 2.233 0.016 -3.670
C 2.556 -0.216 -2.194
C 3.261 -1.556 -1.989
C 3.369 0.938 -1.608
N 1.301 -0.249 -1.491
H 3.164 0.102 -4.232
H 1.656 0.932 -3.799
H 1.648 -0.812 -4.070
H 4.217 -1.553 -2.516
H 2.653 -2.372 -2.381
H 3.454 -1.731 -0.929
H 4.317 1.026 -2.141
H 3.574 0.764 -0.550
H 2.824 1.877 -1.698
```

E_HOMO = -3.93 eV
charge = -1
LUMO level = 1.4 eV
HOMO-LUMO gap = 5.362 eV
F_max = 0.7 eV/A
relative energy (zero: lowest compared OMol25 entry of this formula, charge and spin) = 406.48 kJ/mol

Löwdin population analysis, charges in e, atoms 1 to 5:
1 Tc 1.122
2 I 1.187
3 C -0.594
4 C -0.157
5 C -0.084

What did the first record say?
7 unconnected molecules or ions with the total composition C13H16Cl24NO4S2, computed with ωB97M-V/def2-TZVPD.

```
60
Properties=species:S:1:pos:R:3
C -2.656 -3.294 -0.033
C -1.645 -2.247 0.279
O -0.445 -2.455 -0.479
C 0.019 -1.364 -1.078
O 0.174 -1.320 -2.203
C 0.349 -0.220 -0.206
C 1.661 -0.480 0.520
C 1.649 0.107 1.907
S 1.606 -1.184 3.174
N 0.805 -2.523 2.626
C 0.593 -0.644 4.530
S -0.799 0.381 4.033
O -0.444 1.689 4.313
O -1.206 0.048 2.740
H -3.031 -3.185 -1.020
H -2.182 -4.240 0.121
H -3.435 -3.190 0.684
H -1.478 -2.293 1.338
H -2.058 -1.283 0.067
H -0.417 -0.076 0.525
H 0.405 0.643 -0.822
H 1.844 -1.527 0.577
H 2.458 -0.070 -0.047
H 2.588 0.586 2.061
H 0.907 0.858 2.040
H 1.516 -3.180 2.337
H 0.246 -2.314 1.800
H 0.192 -1.515 4.995
H 1.199 -0.151 5.253
H -1.784 0.023 4.880
C 1.696 4.647 -2.375
Cl 0.492 5.635 -1.561
Cl 2.728 5.668 -3.361
Cl 2.696 3.822 -1.160
Cl 0.893 3.453 -3.401
C 1.769 -5.128 -1.311
Cl 2.626 -6.646 -1.087
Cl 0.044 -5.443 -1.455
Cl 2.057 -4.070 0.088
Cl 2.356 -4.314 -2.758
C 1.957 9.518 -1.790
Cl 1.851 11.195 -1.267
Cl 3.081 9.395 -3.143
Cl 2.537 8.520 -0.451
Cl 0.360 8.957 -2.297
C -5.559 0.484 5.436
Cl -5.742 2.076 6.156
Cl -4.193 0.512 4.295
Cl -5.233 -0.707 6.695
Cl -7.019 0.048 4.565
C -2.955 -2.101 -4.322
Cl -4.005 -2.294 -5.720
Cl -2.119 -3.623 -3.995
Cl -1.768 -0.846 -4.619
Cl -3.923 -1.654 -2.909
C 3.741 -0.541 -4.628
Cl 3.088 0.605 -3.449
Cl 5.087 -1.425 -3.901
Cl 2.509 -1.690 -5.167
Cl 4.317 0.366 -6.022
```

E_HOMO = -12.55 eV
charge = +1
LUMO level = -3.1 eV
HOMO-LUMO gap = 9.457 eV
F_max = 6.6 eV/A

Löwdin population analysis, charges in e, atoms 1 to 5:
1 C -0.054
2 C -0.236
3 O -0.075
4 C -0.601
5 O 0.157